(1)
# C59H53N2O9

A 4-piece molecular cluster, C59H53N2O9 overall at a distorted geometry (ωB97M-V with the def2-TZVPD basis set, OMol25).

Structure (XYZ):
```
123
Properties=species:S:1:pos:R:3:forces:R:3:mulliken_charge:R:1
C -4.866 0.900 2.525 0.238 -0.082 -0.393 -1.644
C -3.671 0.115 2.049 -0.245 0.028 0.135 0.683
C -3.800 -1.194 1.592 0.776 -0.062 -0.239 -1.429
C -2.679 -1.876 1.128 -0.079 0.583 0.199 -0.501
C -1.414 -1.290 1.119 0.753 0.043 0.326 0.469
C -0.211 -2.025 0.547 -0.759 -0.410 -0.620 0.732
C -0.079 -3.469 1.055 0.526 0.158 -0.374 -1.447
C -0.446 -2.042 -0.982 -0.268 0.489 0.796 -1.445
C -1.295 0.011 1.600 -0.906 -0.380 -0.032 0.038
O -0.039 0.636 1.577 0.197 0.025 -0.057 -0.585
C 0.448 1.037 2.795 -0.384 -0.281 0.070 -1.087
N 0.607 2.559 2.771 0.124 -0.826 0.750 1.012
C 2.049 2.934 2.561 0.582 0.949 -0.002 -1.268
C 2.252 4.233 1.795 -0.173 -0.310 -0.552 -0.292
C 1.434 4.329 0.489 -0.446 0.543 0.556 -0.900
C 0.333 5.428 0.525 0.129 -0.058 -0.307 -0.494
N 0.294 6.314 -0.629 -0.134 -0.195 0.075 -0.691
C 0.043 3.089 4.050 -0.805 0.289 -0.402 -0.566
C 0.224 4.584 4.204 0.175 -0.299 -0.553 -0.021
O 1.191 5.001 4.740 0.908 0.696 1.089 -0.395
O -0.720 5.353 3.645 -0.900 -0.571 0.334 -0.385
C -2.411 0.703 2.059 0.155 -0.089 -0.139 0.220
H -4.886 0.959 3.609 -0.155 -0.001 0.153 0.321
H -4.845 1.907 2.117 0.071 0.203 0.065 0.383
H -5.777 0.449 2.151 -0.219 -0.149 0.177 0.403
H -4.750 -1.703 1.568 -0.238 0.128 0.063 0.421
H -2.787 -2.877 0.748 -0.053 -0.188 -0.045 0.413
H 0.693 -1.462 0.744 0.153 0.080 0.168 0.379
H -1.021 -3.903 1.366 -0.131 -0.005 0.212 0.333
H 0.283 -4.086 0.235 0.074 -0.141 -0.080 0.328
H 0.665 -3.562 1.841 -0.129 -0.001 0.354 0.355
H -0.739 -1.039 -1.279 0.141 0.091 -0.428 0.395
H 0.427 -2.378 -1.529 0.076 -0.136 -0.129 0.321
H -1.312 -2.671 -1.166 0.035 -0.235 -0.350 0.348
H 1.413 0.592 3.017 0.317 0.177 -0.159 0.507
H -0.223 0.778 3.609 -0.248 0.073 0.046 0.563
H 0.004 2.857 1.999 0.274 0.147 -0.188 0.217
H 2.490 3.042 3.549 -0.028 -0.153 0.198 0.298
H 2.586 2.135 2.065 -0.396 -0.354 -0.242 0.570
H 2.080 5.089 2.437 -0.074 0.160 0.024 0.494
H 3.308 4.269 1.545 0.153 -0.014 0.194 0.334
H 0.969 3.369 0.258 0.137 -0.171 -0.292 0.216
H 2.082 4.595 -0.336 0.249 -0.206 -0.160 0.589
H -0.650 4.968 0.622 -0.163 0.040 0.062 0.312
H 0.469 6.062 1.396 0.060 0.034 0.204 0.234
H 0.018 5.817 -1.466 0.031 0.017 -0.067 0.261
H 1.210 6.711 -0.790 -0.005 0.108 -0.086 0.265
H -1.019 2.866 4.061 -0.110 -0.188 -0.081 0.477
H 0.513 2.607 4.896 0.326 -0.119 -0.026 0.558
H -1.000 6.011 4.300 0.243 0.491 -0.344 0.421
H -2.327 1.728 2.407 0.057 0.093 -0.028 0.310
C -6.043 -3.013 -6.107 0.055 0.009 0.042 -0.642
C -4.813 -3.363 -5.560 -0.119 0.019 -0.042 -0.237
C -4.185 -2.513 -4.666 0.116 -0.141 -0.031 -1.118
C -4.778 -1.305 -4.326 -0.088 0.076 0.015 0.392
C -6.005 -0.945 -4.888 0.078 0.047 0.063 0.250
C -6.639 -1.808 -5.772 -0.023 -0.110 -0.082 -0.578
C -6.641 0.362 -4.561 -0.166 0.002 -0.083 0.544
O -7.709 0.678 -5.038 0.025 0.010 0.016 -0.662
C -5.921 1.278 -3.627 0.096 -0.059 0.008 0.394
C -6.469 2.523 -3.344 -0.025 0.124 0.059 -0.607
C -5.823 3.381 -2.471 0.036 -0.022 0.028 -0.617
C -4.629 2.995 -1.869 -0.037 -0.024 -0.022 -0.582
C -4.076 1.758 -2.151 0.021 0.132 0.093 -0.580
C -4.715 0.899 -3.036 -0.068 -0.032 -0.057 0.128
C -4.090 -0.417 -3.353 0.147 -0.098 0.040 0.382
O -3.046 -0.754 -2.831 0.030 0.072 0.092 -0.639
H -6.536 -3.682 -6.800 -0.004 0.001 -0.008 0.413
H -4.340 -4.298 -5.829 0.034 0.007 0.006 0.415
H -3.229 -2.784 -4.237 0.001 0.033 0.026 0.810
H -7.593 -1.530 -6.197 0.002 0.089 0.033 0.487
H -7.399 2.815 -3.812 -0.016 -0.091 -0.042 0.489
H -6.250 4.352 -2.256 -0.004 0.005 0.002 0.406
H -4.129 3.667 -1.183 -0.002 0.018 -0.003 0.499
H -3.146 1.453 -1.691 0.005 -0.096 -0.052 0.636
C -3.190 -9.831 -5.328 -0.012 0.044 -0.005 -0.472
C -3.765 -8.609 -5.658 0.022 -0.026 0.010 -0.599
C -3.132 -7.428 -5.312 -0.094 -0.054 -0.061 -0.041
C -1.925 -7.460 -4.626 0.089 -0.026 0.053 0.046
C -1.357 -8.689 -4.278 0.011 0.122 0.007 0.243
C -1.989 -9.871 -4.639 -0.094 -0.086 -0.043 -0.686
C -0.085 -8.754 -3.504 0.064 -0.178 0.028 0.582
O 0.411 -9.819 -3.205 -0.010 0.027 0.004 -0.657
C 0.557 -7.471 -3.101 -0.074 0.068 -0.033 0.248
C 1.715 -7.504 -2.334 0.115 0.035 0.077 -0.642
C 2.331 -6.322 -1.961 -0.027 0.045 -0.015 -0.516
C 1.797 -5.101 -2.359 -0.012 -0.058 0.012 -0.526
C 0.641 -5.061 -3.119 0.094 0.101 0.067 -0.511
C 0.013 -6.245 -3.486 -0.005 -0.110 0.004 0.158
C -1.248 -6.180 -4.278 -0.036 0.169 -0.016 0.367
O -1.706 -5.108 -4.617 -0.118 -0.026 -0.021 -0.652
H -3.682 -10.753 -5.606 -0.004 -0.004 -0.002 0.395
H -4.708 -8.580 -6.187 0.000 -0.004 -0.010 0.423
H -3.573 -6.476 -5.571 0.072 0.052 0.022 0.499
H -1.539 -10.818 -4.376 0.070 0.040 0.054 0.493
H 2.127 -8.457 -2.032 -0.063 -0.055 -0.060 0.491
H 3.232 -6.351 -1.362 0.011 -0.002 -0.006 0.421
H 2.286 -4.178 -2.073 0.015 0.002 -0.005 0.437
H 0.218 -4.115 -3.429 -0.080 -0.046 -0.046 0.516
C 4.011 4.386 6.437 0.055 -0.048 0.054 -0.641
C 4.949 3.932 7.360 -0.010 0.015 -0.064 -0.535
C 6.269 3.750 6.979 -0.091 -0.009 0.108 -0.661
C 6.655 4.007 5.670 -0.014 0.005 -0.075 0.328
C 5.710 4.441 4.740 0.100 -0.001 -0.067 0.092
C 4.394 4.641 5.132 -0.177 -0.038 0.075 -0.497
C 6.082 4.676 3.317 0.004 0.024 -0.077 0.544
O 5.245 5.042 2.511 0.015 -0.060 0.004 -0.701
C 7.490 4.431 2.911 -0.005 -0.012 0.092 0.146
C 7.852 4.596 1.579 0.069 0.007 -0.099 -0.499
C 9.163 4.384 1.188 0.030 -0.012 0.031 -0.577
C 10.120 4.014 2.126 -0.049 0.014 -0.028 -0.487
C 9.765 3.843 3.454 0.105 -0.017 -0.071 -0.583
C 8.450 4.042 3.850 -0.124 0.025 -0.012 0.195
C 8.083 3.821 5.278 0.160 -0.047 0.120 0.539
O 8.913 3.495 6.097 -0.038 -0.004 -0.026 -0.646
H 2.983 4.542 6.737 -0.002 0.029 -0.003 0.494
H 4.651 3.727 8.380 0.004 0.013 0.009 0.410
H 7.004 3.405 7.694 0.078 0.019 -0.059 0.502
H 3.673 4.999 4.410 0.059 0.050 -0.030 0.764
H 7.106 4.889 0.855 -0.060 0.029 0.060 0.472
H 9.442 4.510 0.151 0.006 0.008 -0.003 0.411
H 11.145 3.855 1.819 0.006 0.001 -0.003 0.409
H 10.505 3.550 4.186 -0.063 -0.008 0.073 0.488
```
Positions in Å, forces in eV/Å.

As for the HOMO-LUMO gap: 0.30310 Ha. As for the total charge: +1. The calculated total energy is -83446.037 eV.

(2)
# C5H12NO

A 2-piece molecular cluster, C5H12NO overall at a distorted geometry (ωB97M-V with the def2-TZVPD basis set, OMol25).

Structure (XYZ):
```
19
Properties=species:S:1:pos:R:3:forces:R:3:mulliken_charge:R:1
C 1.258 2.351 0.636 -1.000 -0.029 -1.249 -1.502
C 0.061 1.444 0.161 0.467 0.942 1.576 -0.388
C 0.054 0.087 0.803 0.185 0.810 1.249 0.627
C 1.111 -0.657 1.111 -0.019 1.168 -0.200 -0.828
C -2.387 -0.104 0.930 -0.092 0.214 -0.942 -0.208
N -1.215 -0.293 1.409 -0.772 -2.075 -1.463 -0.043
H 1.362 2.166 1.694 0.566 0.119 0.208 0.437
H 0.883 3.365 0.485 0.185 0.072 0.234 0.405
H 2.163 2.318 0.039 0.277 -0.542 0.248 0.358
H -0.135 1.455 -0.905 0.050 -0.064 -0.096 0.378
H -0.692 2.021 0.705 -0.776 -0.307 -0.589 0.306
H 2.030 -0.110 0.917 0.269 -0.846 -0.409 0.253
H 1.122 -1.624 1.586 -0.069 -0.003 0.235 0.316
H -3.173 -0.846 1.024 -0.068 0.244 1.046 0.277
H -2.605 0.694 0.230 0.405 0.179 -0.001 0.297
H -1.174 -1.133 1.986 0.398 0.112 0.164 0.315
H 0.640 -1.653 -3.617 0.055 -0.061 -0.130 0.300
H 0.070 -2.876 -4.327 -0.025 -0.063 -0.102 0.328
O 0.866 -2.545 -3.902 -0.037 0.132 0.221 -0.627
```
Positions in Å, forces in eV/Å.

As for the HOMO-LUMO gap: 0.29926 Ha. As for the total charge: +1. The calculated total energy is -8908.263 eV.

(3)
# C24H15Co2N2O6

C24H15Co2N2O6 as an isolated structure at a distorted geometry (ωB97M-V with the def2-TZVPD basis set, OMol25).

Structure (XYZ):
```
49
Properties=species:S:1:pos:R:3:forces:R:3:mulliken_charge:R:1
O -1.084 -3.694 0.805 1.032 2.850 0.557 -0.268
C -0.620 -2.657 1.004 -1.285 -3.449 -0.169 0.365
Co 0.285 -1.112 1.114 0.719 -0.553 -1.806 -0.125
C 1.958 -1.655 1.281 3.594 -1.534 -0.200 0.123
O 3.088 -1.880 1.367 -2.965 0.611 -0.101 -0.261
C 0.332 -0.551 -0.555 0.309 0.346 -4.211 0.149
O 0.459 -0.318 -1.676 -0.328 -0.229 2.408 -0.292
C -0.408 -0.057 2.405 -2.010 1.771 3.680 0.168
C 0.735 0.463 1.844 -1.981 0.539 1.813 -0.541
C 1.692 1.415 1.861 0.894 1.065 -1.998 0.104
C 1.955 2.319 0.752 -0.266 -0.075 0.241 0.235
C 3.300 2.659 0.484 0.071 0.153 0.451 -0.211
C 3.628 3.491 -0.574 -0.027 -0.127 -0.044 -0.744
C 2.620 4.022 -1.397 -0.018 -0.261 0.399 -0.271
C 1.282 3.669 -1.164 -0.163 -0.229 0.224 -0.824
C 0.954 2.796 -0.122 -0.251 0.058 -0.304 0.460
Co -2.151 0.639 1.721 3.472 -0.792 -0.666 0.349
C -3.229 -0.721 1.818 -3.176 -4.215 1.116 0.165
O -3.920 -1.654 1.839 1.607 2.349 -0.185 -0.310
C -2.440 1.315 0.127 -1.012 2.637 -3.750 0.186
O -2.692 1.750 -0.920 0.652 -1.181 2.374 -0.302
C -2.437 1.894 2.905 -0.153 2.099 1.694 0.138
O -2.609 2.726 3.692 0.295 -1.939 -1.738 -0.309
H -0.572 -0.384 3.443 0.429 0.469 -0.275 0.716
H 2.418 1.386 2.682 0.309 -0.602 0.248 0.816
H 4.054 2.197 1.121 0.056 0.380 -0.153 0.435
H 4.675 3.729 -0.756 -0.274 -0.051 -0.018 0.409
H 2.884 4.695 -2.220 -0.153 -0.286 0.367 0.399
H 0.491 4.070 -1.803 0.304 -0.210 0.244 0.427
H -0.081 2.474 0.042 0.367 0.321 -0.071 0.040
C 4.216 0.488 10.606 -0.033 -0.017 -0.366 -0.473
C 3.363 -0.359 9.887 0.054 0.361 -0.347 -0.530
C 3.320 -0.299 8.486 0.348 -0.001 0.202 -0.334
C 4.216 0.534 7.803 0.084 -0.068 0.977 0.637
N 4.216 0.558 6.386 -0.187 0.041 -1.453 0.159
C 3.106 0.531 5.564 1.467 0.274 -0.045 -0.444
N 3.468 0.614 4.293 -0.463 -0.276 0.157 -0.387
C 4.848 0.646 4.260 -0.446 0.163 1.179 -0.792
C 5.326 0.645 5.546 -0.899 -0.200 -0.191 -0.318
C 5.120 1.336 8.511 -0.342 0.040 0.318 -0.448
C 5.075 1.351 9.916 -0.073 -0.291 -0.390 -0.497
H 4.207 0.478 11.698 0.025 -0.011 -0.399 0.368
H 2.720 -1.065 10.413 0.102 0.249 -0.138 0.368
H 2.633 -0.927 7.912 0.270 0.120 0.281 0.370
H 2.104 0.478 5.971 0.145 0.089 -0.176 0.442
H 5.401 0.656 3.337 0.022 0.061 0.005 0.451
H 6.324 0.654 5.923 0.268 -0.025 0.199 0.460
H 5.816 1.979 7.967 -0.280 -0.162 0.227 0.375
H 5.719 2.038 10.466 -0.109 -0.259 -0.170 0.366
```
Positions in Å, forces in eV/Å.

As for the HOMO-LUMO gap: 0.19509 Ha. As for the total charge: +1. The calculated total energy is -115638.001 eV.